Entry 1:
Here is 4 unconnected molecules or ions with the total composition C18H42B3FO11 in a non-equilibrium geometry from OMol25. Energies are from ωB97M-V with the def2-TZVPD basis set.

* calculated total energy: -46614.9301 eV
* HOMO-LUMO gap: 9.4 eV
* SMILES string: CC[C@H](F)B1OBOB(CCC(=O)O)O1.COCCOC.COCCOC.COCCOC
* highest occupied orbital energy: -9.05 eV
* molar mass: 485.96 g mol⁻¹

The geometry in XYZ format:
```
75
Properties=species:S:1:pos:R:3:lowdin_charge:R:1
C 6.246 -0.474 -4.404 -0.13
C 4.956 -0.534 -3.383 -0.18
C 4.429 0.971 -2.902 -0.11
F 3.532 0.713 -1.714 -0.13
B 3.488 1.727 -4.026 -0.30
O 3.912 2.012 -5.440 0.13
B 2.615 2.370 -6.099 -0.14
O 1.505 1.360 -6.015 0.11
B 1.180 1.369 -4.544 -0.35
C -0.167 0.593 -3.969 -0.06
C 0.199 -0.741 -3.069 -0.08
C 0.419 -2.047 -4.039 -0.27
O -0.541 -2.984 -4.088 -0.05
O 1.663 -2.222 -4.814 0.00
O 2.095 2.133 -3.623 0.13
H 5.875 -0.214 -5.491 0.08
H 6.752 -1.552 -4.447 0.09
H 7.103 0.251 -4.027 0.09
H 5.293 -1.081 -2.378 0.13
H 4.042 -1.150 -3.787 0.11
H 5.329 1.650 -2.510 0.17
H 2.391 3.395 -6.629 0.11
H -0.924 0.281 -4.820 0.13
H -0.747 1.395 -3.306 0.13
H 1.078 -0.558 -2.295 0.14
H -0.761 -0.967 -2.413 0.14
H 1.504 -3.065 -5.347 0.14
C -1.514 2.865 -0.233 -0.11
O -0.532 1.860 -0.458 -0.21
C 0.800 2.381 -0.393 -0.19
C 1.472 2.017 0.933 -0.19
O 0.861 2.704 2.030 -0.19
C 0.001 1.856 2.784 -0.10
H -2.485 2.376 -0.119 0.09
H -1.305 3.437 0.676 0.08
H -1.560 3.539 -1.093 0.08
H 0.806 3.465 -0.554 0.13
H 1.361 1.916 -1.210 0.09
H 2.518 2.341 0.898 0.12
H 1.462 0.930 1.092 0.13
H 0.597 1.137 3.355 0.09
H -0.706 1.324 2.142 0.08
H -0.564 2.476 3.484 0.08
C -5.625 2.000 7.304 -0.11
O -5.700 2.683 6.057 -0.20
C -4.473 3.340 5.725 -0.19
C -3.694 2.556 4.664 -0.20
O -3.204 1.319 5.191 -0.20
C -3.977 0.205 4.758 -0.11
H -6.520 1.382 7.410 0.09
H -4.746 1.351 7.356 0.08
H -5.600 2.725 8.122 0.09
H -3.861 3.507 6.619 0.13
H -4.739 4.318 5.312 0.12
H -2.819 3.143 4.365 0.11
H -4.310 2.388 3.771 0.13
H -3.790 0.014 3.697 0.09
H -5.046 0.366 4.923 0.08
H -3.666 -0.672 5.330 0.09
C -0.541 -4.802 -1.553 -0.11
O 0.403 -5.350 -0.639 -0.19
C 1.245 -4.345 -0.065 -0.19
C 0.818 -4.019 1.369 -0.19
O -0.449 -3.354 1.393 -0.20
C -1.505 -4.223 1.787 -0.11
H -1.258 -5.585 -1.815 0.09
H -1.088 -3.963 -1.114 0.09
H -0.030 -4.476 -2.463 0.06
H 1.261 -3.442 -0.686 0.12
H 2.259 -4.757 -0.043 0.12
H 1.548 -3.328 1.805 0.12
H 0.801 -4.925 1.989 0.12
H -1.422 -4.450 2.854 0.09
H -1.501 -5.152 1.209 0.08
H -2.455 -3.710 1.613 0.09
```



Entry 2:
Here is 2 unconnected molecules or ions with the total composition C4H7NOS in a non-equilibrium geometry from OMol25. Energies are from ωB97M-V with the def2-TZVPD basis set.

* relative energy (zero: lowest compared OMol25 entry of this formula, charge and spin): 6.506 eV
* calculated total energy: -18628.0432 eV
* HOMO-LUMO gap: 7.6 eV
* highest occupied orbital energy: -8.60 eV
* molar mass: 117.17 g mol⁻¹

The geometry in XYZ format:
```
14
Properties=species:S:1:pos:R:3:nbo_charge:R:1
C 0.821 -1.125 0.197 -0.10
C -0.144 -0.403 -0.824 -0.13
C -0.941 1.439 0.192 -0.30
C -1.620 0.015 -0.141 -0.08
H 3.054 -0.421 0.947 0.44
H 0.752 -0.804 1.237 0.18
H 0.560 -2.159 0.103 0.18
H -0.094 -0.809 -1.884 0.23
H 0.918 1.067 0.022 0.36
H -1.617 2.068 -0.186 0.20
H -1.044 1.703 1.307 0.22
N 0.146 1.074 -0.655 -0.60
O 2.175 -0.787 -0.203 -0.68
S -2.965 -0.859 -0.111 0.09
```



Entry 3:
Here is a molecular structure, C32H34BrN4SW from OMol25. Energies are from ωB97M-V with the def2-TZVPD basis set.

* <S²>: 2.02
* relative energy (zero: lowest compared OMol25 entry of this formula, charge and spin): 0.603 eV
* charge: +3
* calculated total energy: -122375.4660 eV
* spin multiplicity: 3
* HOMO-LUMO gap (spin up / spin down): 6.7 / 7.0 eV
* highest occupied orbital energy (spin up / spin down): -16.90 / -17.11 eV
* molar mass: 770.46 g mol⁻¹

The geometry in XYZ format:
```
73
Properties=species:S:1:pos:R:3:lowdin_spin:R:1
W 1.321 -1.453 0.122 1.67
S 5.620 -1.613 0.809 0.03
C 5.562 -1.403 -0.880 -0.01
C 4.297 -1.226 -1.353 0.01
C 3.337 -1.251 -0.310 -0.02
C 3.927 -1.440 0.946 0.03
C 3.210 -1.359 2.220 0.03
C 3.781 -1.408 3.480 0.00
C 2.981 -1.234 4.595 0.03
C 1.611 -1.017 4.445 0.00
C 1.082 -1.013 3.181 0.03
N 1.865 -1.193 2.094 0.02
H 6.479 -1.436 -1.454 0.00
H 4.077 -1.086 -2.402 0.00
H 4.848 -1.564 3.580 0.00
H 3.420 -1.258 5.585 0.00
H 0.967 -0.863 5.300 0.00
H 0.026 -0.869 3.001 0.00
C -5.401 -1.028 -2.154 0.00
C -4.880 -0.334 -0.881 0.00
C -5.221 1.154 -0.935 0.00
C -5.545 -0.964 0.363 0.00
C -3.392 -0.576 -0.766 0.01
C -2.878 -1.883 -0.795 0.00
C -1.540 -2.101 -0.654 0.00
N -0.649 -1.080 -0.491 0.01
C -1.121 0.196 -0.489 0.01
C -2.463 0.458 -0.609 0.00
C -0.066 1.217 -0.357 0.01
C -0.287 2.560 -0.503 0.00
C 0.769 3.480 -0.413 0.02
C 2.028 2.936 -0.177 0.00
C 2.190 1.574 -0.043 0.02
N 1.169 0.698 -0.125 0.01
C 0.507 4.966 -0.555 0.00
C -0.377 5.394 0.635 0.00
C -0.239 5.225 -1.874 0.00
C 1.802 5.778 -0.538 0.00
H -6.467 -0.821 -2.252 0.00
H -5.283 -2.112 -2.117 0.00
H -4.902 -0.651 -3.050 0.00
H -6.300 1.265 -1.030 0.00
H -4.768 1.647 -1.800 0.00
H -4.925 1.680 -0.024 0.00
H -6.624 -0.829 0.287 0.00
H -5.208 -0.483 1.283 0.00
H -5.349 -2.036 0.433 0.00
H -3.530 -2.735 -0.931 0.00
H -1.139 -3.104 -0.679 0.00
H -2.801 1.482 -0.589 0.00
H -1.288 2.913 -0.707 0.00
H 2.903 3.566 -0.110 0.00
H 3.169 1.158 0.138 0.00
H -1.337 4.872 0.639 0.00
H -0.581 6.462 0.558 0.00
H 0.124 5.214 1.588 0.00
H -1.213 4.733 -1.911 0.00
H 0.349 4.900 -2.736 0.00
H -0.415 6.296 -1.974 0.00
H 2.351 5.662 0.399 0.00
H 1.556 6.835 -0.635 0.00
H 2.458 5.517 -1.372 0.00
Br 1.699 -7.938 -1.316 0.01
C 1.564 -6.182 -0.778 0.01
C 1.558 -5.157 -1.730 0.00
C 1.471 -3.870 -1.280 0.02
N 1.375 -3.545 0.038 0.02
C 1.377 -4.544 0.945 0.01
C 1.470 -5.863 0.575 0.00
H 1.633 -5.374 -2.786 0.00
H 1.482 -3.045 -1.986 0.00
H 1.305 -4.258 1.985 0.00
H 1.472 -6.638 1.330 0.00
```



Entry 4:
Here is a single C5H6O2S molecule in a non-equilibrium geometry from OMol25. Energies are from ωB97M-V with the def2-TZVPD basis set.

* relative energy (zero: lowest compared OMol25 entry of this formula, charge and spin): 2.467 eV
* calculated total energy: -20209.7391 eV
* HOMO-LUMO gap: 8.4 eV
* SMILES string: O=C[C@@]1(C=S)CCO1
* highest occupied orbital energy: -9.07 eV
* molar mass: 130.17 g mol⁻¹

The geometry in XYZ format:
```
14
Properties=species:S:1:pos:R:3:nbo_charge:R:1
O -0.991 2.036 0.234 -0.52
C -0.220 1.311 -0.372 0.43
C -0.243 -0.168 -0.012 0.05
C 1.130 -0.806 -0.044 -0.28
S 2.522 -0.079 0.072 0.14
C -1.240 -0.551 1.060 -0.42
C -2.252 -0.789 -0.070 -0.06
O -1.121 -0.714 -1.018 -0.51
H 0.606 1.694 -1.077 0.15
H 1.055 -1.887 -0.019 0.20
H -1.000 -1.583 1.468 0.21
H -1.436 0.152 1.820 0.24
H -2.909 0.052 -0.333 0.19
H -2.817 -1.722 -0.111 0.19
```



Entry 5:
Here is a molecular structure, C17H13BrCdN2O6 in a non-equilibrium geometry from OMol25. Energies are from ωB97M-V with the def2-TZVPD basis set.

* charge: -2
* calculated total energy: -107705.0076 eV
* HOMO-LUMO gap: 2.2 eV
* highest occupied orbital energy: -0.28 eV
* molar mass: 533.62 g mol⁻¹

The geometry in XYZ format:
```
40
Properties=species:S:1:pos:R:3:nbo_charge:R:1
C -2.209 -0.721 -1.977 -0.36
C -2.003 -1.230 -0.646 -0.41
C -2.054 -0.111 0.269 -0.37
H -1.814 -2.240 -0.382 0.23
C -2.250 1.085 -0.502 -0.44
C -2.329 0.714 -1.890 -0.43
H -2.430 1.380 -2.711 0.23
H -2.204 -1.295 -2.868 0.24
H -1.907 -0.158 1.319 0.21
H -2.277 2.075 -0.116 0.22
Cd -0.204 0.161 -1.150 1.58
Br 0.907 -0.715 -2.954 -0.70
C 2.520 0.813 -6.055 -0.36
C 1.415 1.607 -6.490 -0.37
C 0.419 0.727 -7.014 -0.37
H 1.346 2.673 -6.435 0.17
C 0.909 -0.611 -6.903 -0.37
C 2.207 -0.557 -6.310 -0.36
H 2.835 -1.396 -6.096 0.17
H 3.424 1.180 -5.616 0.17
H -0.527 1.019 -7.420 0.17
H 0.394 -1.497 -7.210 0.17
O 1.356 -2.412 1.682 -0.67
C 0.787 -1.338 1.723 0.75
O 0.382 -0.736 0.686 -0.85
C 0.546 -0.672 3.104 -0.05
C -0.106 0.564 3.273 -0.13
C -0.337 1.090 4.561 -0.01
C 0.103 0.387 5.688 -0.12
C 0.773 -0.832 5.540 -0.02
C 0.991 -1.356 4.253 -0.10
N 1.219 -1.536 6.675 0.49
O 1.015 -1.084 7.852 -0.40
O 1.839 -2.647 6.561 -0.38
N -1.020 2.311 4.726 0.48
O -1.446 2.973 3.717 -0.37
O -1.252 2.784 5.889 -0.40
H -0.444 1.119 2.402 0.27
H -0.074 0.785 6.679 0.27
H 1.502 -2.305 4.146 0.28
```



Entry 6:
Here is a single C6H12N2 molecule in a non-equilibrium geometry from OMol25. Energies are from ωB97M-V with the def2-TZVPD basis set.

* relative energy (zero: lowest compared OMol25 entry of this formula, charge and spin): 5.168 eV
* calculated total energy: -9391.6817 eV
* HOMO-LUMO gap: 8.9 eV
* SMILES string: CN[C@H]1CCN2C[C@@H]12
* highest occupied orbital energy: -7.73 eV
* molar mass: 112.18 g mol⁻¹

The geometry in XYZ format:
```
20
Properties=species:S:1:pos:R:3:nbo_charge:R:1
C -1.946 1.821 -0.540 -0.39
N -0.647 1.269 -0.591 -0.63
C -0.328 0.448 0.535 -0.05
C -0.695 -1.079 0.577 -0.45
C 0.545 -1.888 -0.005 -0.20
N 1.351 -0.838 -0.380 -0.49
C 2.429 0.003 -0.457 -0.15
C 1.240 0.163 0.482 -0.02
H -2.166 2.111 0.581 0.18
H -2.097 2.714 -1.092 0.20
H -2.732 1.099 -0.809 0.16
H -0.466 0.908 -1.427 0.36
H -0.534 0.929 1.483 0.21
H -1.021 -1.490 1.597 0.23
H -1.806 -1.243 0.065 0.21
H 0.220 -2.623 -0.738 0.20
H 1.178 -2.473 0.724 0.16
H 2.475 0.597 -1.403 0.19
H 3.390 -0.299 -0.157 0.18
H 1.611 -0.131 1.555 0.11
```



Q: Which of these has the highest molar mass?
A: C32H34BrN4SW



Copy entry 6 word for word.
Here is a single C6H12N2 molecule in a non-equilibrium geometry from OMol25. Energies are from ωB97M-V with the def2-TZVPD basis set.

* relative energy (zero: lowest compared OMol25 entry of this formula, charge and spin): 5.168 eV
* calculated total energy: -9391.6817 eV
* HOMO-LUMO gap: 8.9 eV
* SMILES string: CN[C@H]1CCN2C[C@@H]12
* highest occupied orbital energy: -7.73 eV
* molar mass: 112.18 g mol⁻¹

The geometry in XYZ format:
```
20
Properties=species:S:1:pos:R:3:nbo_charge:R:1
C -1.946 1.821 -0.540 -0.39
N -0.647 1.269 -0.591 -0.63
C -0.328 0.448 0.535 -0.05
C -0.695 -1.079 0.577 -0.45
C 0.545 -1.888 -0.005 -0.20
N 1.351 -0.838 -0.380 -0.49
C 2.429 0.003 -0.457 -0.15
C 1.240 0.163 0.482 -0.02
H -2.166 2.111 0.581 0.18
H -2.097 2.714 -1.092 0.20
H -2.732 1.099 -0.809 0.16
H -0.466 0.908 -1.427 0.36
H -0.534 0.929 1.483 0.21
H -1.021 -1.490 1.597 0.23
H -1.806 -1.243 0.065 0.21
H 0.220 -2.623 -0.738 0.20
H 1.178 -2.473 0.724 0.16
H 2.475 0.597 -1.403 0.19
H 3.390 -0.299 -0.157 0.18
H 1.611 -0.131 1.555 0.11
```



Q: Which of these has the lowest molar mass?
A: C6H12N2



Q: Among the records above, which one has the lowest calculated total energy?
A: C32H34BrN4SW